No. 1
Molecular formula: C8H17CuNO8
Method: DFT, wB97M-V/def2-TZVPD

The geometry in XYZ format:
```
35
Properties=species:S:1:pos:R:3:forces:R:3
C 1.06176 0.90667 -3.03609 0.9106 -0.6858 -0.1675
C -0.08244 -0.94132 2.69074 0.8707 -0.9696 -1.8671
H 1.98707 -1.24473 0.70793 0.2852 1.1645 -0.1668
H 2.54216 -1.08596 -1.88667 -0.0116 0.5300 -0.1471
C -2.57583 0.09195 -1.37101 1.8540 0.9048 2.2439
N 1.01126 -1.25949 0.44779 -0.7754 -0.3596 0.0412
H 0.86799 -0.64060 3.13159 -0.4327 1.0455 0.6921
H 1.07362 -2.66917 2.02028 0.2691 0.0466 0.2320
H -0.68813 -1.55507 3.35749 -0.1574 0.4664 0.3088
O -1.99857 -0.76827 -0.67949 0.9000 -2.6399 0.4052
C 1.00210 -2.12247 -0.73763 0.3249 0.5512 -1.2871
O -0.80050 0.05052 1.97382 0.3612 0.2295 0.0643
H -0.48638 -2.50127 1.34063 -0.0123 0.1692 -0.7607
H -3.99362 0.74490 -2.26791 -0.0638 0.2494 -0.3058
O 1.77905 1.77354 -0.03875 3.2689 -1.8189 -1.6140
H 1.13152 4.21334 1.36344 0.0002 1.0388 0.3262
H 1.29648 -1.95107 -2.84918 0.3618 -0.0362 -0.1939
H -1.44065 0.88140 3.67834 -0.3371 0.4373 0.1887
O 1.86779 3.87138 0.85102 -0.1364 -0.5375 -0.1599
O -2.14588 1.23603 -1.26806 1.1714 3.0719 -0.4802
H -2.69958 0.11504 2.70194 -0.2210 0.0812 0.0274
Cu -0.25021 0.45052 -0.10880 -0.5001 0.6296 -0.6198
O -3.63935 -0.12511 -2.06997 -1.8637 -1.4251 -1.0301
H 1.67650 -2.95806 -0.55034 0.2004 -0.1787 -0.3496
C 0.40221 -1.92339 1.59471 -1.4066 -0.6432 0.8370
C 1.47959 -1.30595 -1.98988 -1.2694 -0.2830 0.4543
C -1.82229 0.76084 2.66447 0.1106 -0.8050 1.0745
O 0.61838 -0.14744 -2.14017 0.5145 0.2208 0.1220
H 2.13183 1.07624 -2.91655 0.0479 0.1077 0.4017
H 0.02790 -2.55584 -0.96397 -0.2191 0.4103 0.3734
H 0.54785 1.85677 -2.89013 -0.2921 -0.4486 0.5344
H -2.09421 1.72598 2.23708 0.5755 -0.2351 -0.3928
H 0.95697 0.62659 -4.08427 -0.4188 -0.3495 -0.0385
C 1.23318 2.74989 0.44614 -0.5996 -1.3158 0.0905
O 0.02228 2.62377 0.64153 -3.3097 1.3766 1.1630
```
Forces are in eV/Å.

Summary:
- Expectation value of S²: 0.752
- HOMO level (alpha / beta): -8.6064 / -8.4837 eV
- Total charge: 0
- Spin multiplicity: 2
- Orbital gap (alpha / beta): 9.1 / 7.2 eV
- Maximum force: 4.074 eV Å⁻¹
- ΔE to the lowest compared entry with this formula, charge and spin: 0.0000 eV
- Electronic energy: -2612.15625 Eh

No. 2
Molecular formula: C19H20N8O3
Method: DFT, wB97M-V/def2-TZVPD

The geometry in XYZ format:
```
50
Properties=species:S:1:pos:R:3:forces:R:3
H 0.92077 3.08352 -4.29338 0.5242 -1.5096 -0.7259
H 2.85904 -4.35457 -2.31478 -0.1652 -0.7940 -0.6715
N -2.53031 -2.03474 3.14008 -0.2132 0.8924 -0.9563
O 1.63475 -4.12800 -0.76449 -2.0617 2.1300 1.3917
H 1.26866 5.65375 -3.02817 0.3728 1.6453 0.4622
N -0.82474 -0.96922 1.81271 -0.6701 -1.8336 -0.5756
C -3.26090 -3.17630 3.35877 0.1087 2.7306 0.1798
C -0.84551 3.29275 -0.45486 1.5627 1.6481 -1.3823
C -1.76899 0.97139 2.92428 0.9117 -2.1791 -3.2700
N 0.18108 4.24628 -2.06906 -1.2547 -1.3163 3.7820
H 1.58659 -3.03414 -2.54989 1.3038 -0.6706 0.8411
H -1.32844 -6.49461 2.41543 -0.8530 -0.6294 0.4724
H 3.81319 -3.11803 -0.43141 0.1176 0.0097 0.7400
H 2.61537 2.89023 -2.57671 -0.4807 0.1055 0.2866
N -1.46243 4.50925 -0.71559 -0.8189 -2.1606 1.5926
H 3.34509 3.95062 -3.63898 -0.1681 0.5839 -1.7119
C 0.77543 4.12271 -4.30472 -3.1582 0.7976 -0.7407
H -0.37437 4.21543 -4.42750 1.8296 0.2768 0.2806
C -1.10719 -3.29983 1.74262 -1.4381 -0.9363 -1.0961
H -2.79993 2.03102 4.60920 -0.2394 -0.3548 0.6382
C -1.13489 -5.55224 1.99047 1.1172 1.5229 -3.0844
N -2.96406 -4.30223 2.91300 0.4148 -3.3217 -0.1960
H 3.11155 -1.60225 -1.07557 0.4460 -0.7279 -0.1630
C 2.65634 3.94848 -2.83610 0.9740 0.9274 3.8885
H 0.49912 -5.92602 0.60620 1.4957 -1.3002 -1.0630
H 4.39214 -2.56144 -1.89746 0.4460 0.0719 -1.1739
C -1.70656 3.02790 1.86691 0.4220 1.1949 -2.4815
N -0.88959 5.04551 -1.67094 2.8485 1.4021 -2.7431
C -0.85554 1.07119 0.55958 0.1852 -0.0807 1.2816
C 3.49871 -2.61393 -1.32805 -2.1626 0.2777 0.6546
O 0.71489 -1.99474 -0.30033 1.2098 -1.6470 -0.8099
H -0.14436 -1.22963 1.08480 -0.4213 0.0341 0.2846
C -1.59041 -2.06800 2.19878 0.4802 1.9983 1.5814
C -2.03199 2.31033 2.97341 0.9657 -2.1920 -0.6998
H -4.18924 -3.14778 3.92151 0.2176 0.4424 0.0868
C 0.77885 -3.21136 -0.11027 -0.8261 0.6365 0.6229
C -1.22413 0.36162 1.70312 -0.4049 0.9163 2.8568
H 3.31730 4.46953 -2.03744 -1.3262 -0.9005 -0.7962
C 2.34625 -3.54041 -1.85863 0.3828 1.9084 -0.3766
O -2.48347 2.78022 4.11953 -0.7685 2.0831 0.8008
H -0.25161 0.56230 -0.24147 -1.0167 0.8895 0.6757
N 0.19471 3.13641 -1.29352 -0.5455 0.7745 0.1129
H 1.22438 4.67863 -5.09824 0.5274 -0.1573 -0.7746
C 1.27314 4.60910 -2.98148 -0.6110 -1.4913 -1.4347
C -0.18559 -3.80797 0.87160 3.3418 -2.7802 -2.1195
H -1.95217 4.08423 1.84976 0.2157 0.0061 -0.1533
C -0.16232 -5.25292 1.00029 -3.1843 2.4718 3.4990
H -1.99616 0.30333 3.73179 0.0483 -0.1890 0.3237
C -1.12698 2.43822 0.68770 -0.8117 0.2155 0.6288
N -1.81546 -4.37367 2.21749 1.1303 -1.4211 1.2344
```
Forces are in eV/Å.

Summary:
- HOMO level: -8.1282 eV
- Total charge: 0
- SMILES: CCOC(=O)c1ccn2ncnc(Nc3cc(O)cc(-c4nnn(C(C)C)n4)c3)c12
- Orbital gap: 8.0 eV
- Maximum force: 5.338 eV Å⁻¹
- ΔE to the lowest compared entry with this formula, charge and spin: 5.6186 eV
- Electronic energy: -1399.67741 Eh